1.
Computed, not measured: C15H16F3N3O4S as an isolated structure, with ωB97M-V/def2-TZVPD.

```
42
Properties=species:S:1:pos:R:3:forces:R:3:mulliken_charge:R:1
C -6.743159 -1.173037 0.411494 -0.84 -2.24 6.04 -1.211
C -5.208782 -1.679872 0.356581 -9.19 -6.30 -0.67 -0.328
H -4.999282 -2.157303 1.240999 0.49 -1.77 1.94 0.398
H -5.081362 -2.334166 -0.532327 -0.55 -0.46 0.72 0.304
O -4.468915 -0.705739 0.183187 2.33 9.91 -1.12 -0.298
C -3.246192 -0.876364 0.374115 5.75 0.15 -1.08 0.519
O -2.792777 -2.020619 0.491694 0.66 2.30 0.45 -0.674
N -2.496338 0.399470 0.247938 -2.51 -2.85 0.69 -0.198
C -1.128415 0.507105 -0.046087 2.99 -0.72 2.03 0.759
N -0.302553 -0.640908 0.630714 -8.59 2.82 -0.30 -0.167
C 0.924931 -0.556289 0.395677 5.85 -4.65 -0.28 0.521
N 1.633542 0.187228 -0.314683 4.29 -1.14 -0.52 -0.228
C 3.058450 -0.517390 -0.377615 -0.99 6.63 0.08 -0.159
C 4.114816 0.444014 -0.805076 -0.65 -4.47 -0.93 -0.183
C 5.343422 -0.224015 -0.942351 -5.50 -2.62 4.80 -0.974
C 5.502444 -1.479420 -0.096594 2.84 0.69 -4.07 -0.270
C 4.569164 -2.316339 0.407419 -3.84 10.26 -4.15 -0.940
C 3.233231 -1.647548 0.411418 7.47 2.16 -4.63 0.806
S 1.878046 -2.125197 0.899128 -8.75 -3.00 4.08 -0.589
H 4.668169 -3.070083 0.929382 1.49 -7.56 4.71 0.711
H 6.520932 -1.871747 -0.304987 -0.49 0.07 0.93 0.289
H 6.064388 0.415631 -1.105427 4.60 2.29 -1.30 0.512
H 3.903213 1.426555 -1.249373 -0.09 -0.58 0.42 0.374
H -0.958393 -1.394381 0.924191 1.47 0.21 -0.33 0.422
C -0.905861 0.682634 -1.764248 10.06 -6.51 10.28 0.709
F -1.971198 0.885980 -2.123335 -10.15 2.64 -6.37 -0.132
F -0.567907 -0.872968 -2.007986 -0.47 4.02 -0.84 -0.407
F 0.054247 1.538205 -1.975504 -0.34 -0.34 -1.89 -0.154
C -0.710506 1.852090 0.677110 1.52 -2.39 -2.44 -0.043
O -1.193729 2.832701 0.291301 -3.92 4.18 -1.59 -0.567
O 0.372591 1.927071 1.356057 0.09 -7.10 0.39 -0.203
C 0.911493 3.025093 1.729503 3.47 4.76 6.53 -0.351
C 2.056058 3.536052 0.906453 -7.93 -5.88 -4.26 -1.527
H 2.490454 4.261526 1.243665 3.80 8.90 3.72 0.725
H 1.553961 3.646345 -0.081179 0.89 0.55 0.25 0.273
H 2.801780 2.907156 0.803615 3.36 -3.98 -0.68 0.313
H 0.182148 3.811573 1.768141 -0.40 0.51 0.45 0.431
H 1.356001 2.843388 3.105929 -1.34 0.55 -4.03 0.186
H -3.020185 1.282199 0.291847 0.21 -0.81 -0.08 0.364
H -7.108419 -0.415918 1.285106 1.82 -1.53 -1.67 0.260
H -6.886464 -0.668914 -0.414333 -1.11 2.47 -4.47 0.410
H -7.611455 -1.948221 0.578668 2.20 0.84 -0.81 0.317
```
Positions in Å, forces in eV/Å.

Summary:
gap between HOMO and LUMO = 7.954 eV
LUMO energy = 0.5 eV
DFT total energy = -47450.7993 eV
relative energy (zero: lowest compared OMol25 entry of this formula, charge and spin) = 325.4 kcal per mole
spin multiplicity = 1

***

2.
Computed, not measured: a 2-piece molecular cluster, C24H35Cl2N4O8S overall, with ωB97M-V/def2-TZVPD.

```
74
Properties=species:S:1:pos:R:3:forces:R:3:mulliken_charge:R:1
C 0.389295 5.051433 3.072303 1.15 1.25 -0.09 0.290
C -0.298602 4.286437 2.456101 -1.22 -2.45 -0.37 -1.953
C -1.322905 3.357771 1.720200 2.08 2.03 0.13 1.651
O -1.894319 4.317257 0.806547 -1.61 0.02 2.15 -0.603
N -0.729861 2.320850 0.731935 -1.43 1.02 1.84 -0.142
S -0.737519 3.122280 -0.843704 0.78 -1.69 -2.49 -0.301
C -1.703849 1.232335 0.851476 0.08 1.87 -0.69 -0.722
N -1.370669 0.063394 0.369385 -0.80 0.46 -0.04 0.381
Cl -2.483052 -1.239776 0.565159 0.59 0.63 0.02 0.056
C -0.076504 -0.219815 -0.314066 1.89 -0.87 -0.37 -0.339
C -0.143742 -1.358207 -1.407514 0.59 0.16 -0.13 -0.310
C 0.106121 -2.830198 -0.863598 -1.12 0.14 -0.78 -0.684
C 1.575509 -3.373553 -1.071954 -0.64 -0.84 1.29 -0.368
C 2.399719 -3.103026 0.255725 -0.50 -0.46 -0.54 -0.213
O 2.721425 -4.369621 0.883458 0.38 1.05 0.48 -0.434
C 3.177990 -4.105219 2.239095 0.33 0.45 0.35 -0.342
C 2.099539 -4.468016 3.330093 -0.05 -0.02 0.33 -0.883
N -2.895291 1.600078 1.563267 2.05 -0.79 -0.05 0.707
C -4.093957 2.032509 0.791662 -1.85 -0.52 -0.57 -0.221
C -4.403175 1.210743 -0.509998 -1.15 0.72 -0.20 -0.653
O -5.198803 0.030208 -0.212646 1.40 0.34 -0.82 -0.525
C -2.350381 2.529302 2.596128 -0.85 2.49 0.92 0.709
C -1.878814 1.854370 3.940111 1.00 -0.80 -0.14 -1.325
C -0.544733 1.013282 3.883971 0.27 -0.78 1.37 -0.573
N 0.706738 1.803374 4.038337 -0.54 -0.38 -1.06 -0.518
C -3.314185 3.701475 3.133556 -0.30 0.02 0.71 -1.099
C -4.425591 3.206465 4.126218 -0.83 -0.27 -0.09 0.245
O -5.499022 2.812328 3.796652 0.98 0.29 -0.27 -0.418
Cl -4.149888 3.254424 5.939886 0.41 0.29 -1.09 -0.184
H 1.114709 5.811107 3.444456 -1.19 -1.19 -0.29 0.481
H -2.116123 5.137147 1.289047 0.29 -0.40 -0.08 0.509
H 0.320602 3.998363 -0.900369 -0.19 -0.87 0.95 0.236
H 0.649142 -0.521904 0.507276 -0.91 0.24 -0.83 0.065
H 0.383369 0.684716 -0.797450 -1.15 -0.55 0.69 0.387
H -1.099515 -1.247123 -1.988909 0.79 -0.20 0.61 0.372
H 0.692963 -1.138958 -2.142111 -0.99 -0.06 0.86 -0.063
H -0.235634 -2.845013 0.216900 0.72 -0.31 -1.11 0.366
H -0.627961 -3.504326 -1.406830 0.87 0.72 0.56 0.411
H 2.073984 -3.024705 -2.012506 -0.54 0.02 0.98 0.023
H 1.483723 -4.500964 -1.159699 0.24 1.27 0.14 0.334
H 1.729651 -2.569290 1.003956 0.89 -0.13 -0.96 0.166
H 3.325900 -2.511634 0.011082 -0.71 -0.48 0.55 0.236
H 3.441746 -3.001911 2.262767 -0.31 -1.20 0.35 0.279
H 4.147681 -4.642087 2.465104 -1.14 0.34 -0.56 0.364
H 1.061399 -4.508643 2.898353 1.04 0.14 0.25 0.259
H 2.288752 -5.471588 3.819602 -0.13 1.12 -0.72 0.291
H 2.097776 -3.699625 4.160751 0.05 -0.82 -0.91 0.258
H -4.984598 1.878191 1.477191 1.06 0.12 -0.76 0.361
H -4.111283 3.120616 0.512435 0.62 -1.03 0.25 0.244
H -3.512842 0.979620 -1.158668 -0.57 0.15 0.79 0.335
H -5.084306 1.866415 -1.140872 1.00 -0.42 0.71 0.376
H -5.066603 -0.529870 -1.004251 -0.45 0.16 0.72 0.349
H -2.678186 1.156233 4.341660 0.62 0.89 -0.87 0.429
H -1.753992 2.645528 4.735969 0.07 -0.80 -1.04 0.521
H -0.425660 0.345171 2.986071 -0.59 0.58 0.68 -0.018
H -0.581329 0.310908 4.776656 -0.23 0.65 -1.14 0.547
H 1.224684 1.666692 3.162381 0.18 0.38 0.88 0.212
H 1.264375 1.500550 4.835336 -0.19 -0.02 -0.46 0.248
H -3.831285 4.269330 2.319408 0.27 -0.72 0.78 0.559
H -2.669366 4.430428 3.714756 -0.52 -0.94 -0.80 0.681
C 2.483413 -1.618153 -7.302642 0.18 0.03 -0.14 -0.863
C 2.015203 -1.597606 -6.052491 -0.78 -0.15 -0.40 0.390
C 2.919692 -1.379023 -4.883496 0.73 0.10 0.18 0.781
O 2.446506 -1.348530 -3.756567 -0.34 -0.03 -0.18 -0.438
C 4.346888 -1.213964 -5.140256 -0.40 -0.02 0.31 -1.036
C 4.819179 -1.237633 -6.391922 1.03 0.15 0.40 0.397
C 3.911377 -1.428878 -7.564013 -0.56 -0.12 -0.45 0.917
O 4.376995 -1.425994 -8.686005 0.27 0.05 0.28 -0.582
O 6.129843 -1.090088 -6.650542 -0.99 -0.14 -0.39 -0.552
O 0.701805 -1.772528 -5.787769 0.77 0.17 0.41 -0.587
H 1.838724 -1.773271 -8.157034 0.01 0.01 0.02 0.433
H 4.992260 -1.074242 -4.283894 0.01 0.00 -0.04 0.442
H 6.213041 -1.142830 -7.623207 0.11 0.02 0.07 0.356
H 0.621829 -1.713518 -4.817443 -0.04 -0.03 -0.11 0.295
```
Positions in Å, forces in eV/Å.

Summary:
gap between HOMO and LUMO = 7.594 eV
LUMO energy = -4.0 eV
DFT total energy = -83661.0264 eV
charge = +1
spin multiplicity = 1

***

3.
Computed, not measured: a 2-piece molecular cluster, FHN2O2S overall, with ωB97M-V/def2-TZVPD.

```
7
Properties=species:S:1:pos:R:3:forces:R:3:mulliken_charge:R:1
N 2.789719 -0.456390 0.036273 -1.10 1.96 0.81 0.917
N 1.250714 0.884972 0.059389 1.19 -0.50 3.28 -0.065
O 3.743062 -0.377338 0.743334 -0.47 -0.14 -0.51 -0.470
O 2.363265 -1.184724 -0.760772 0.72 -2.43 -1.18 -0.444
F 2.041686 1.930779 -0.321591 -0.66 0.60 -1.22 -0.145
S -0.036710 0.378948 -0.829615 0.90 0.81 -2.31 0.020
H -0.662537 -0.030012 0.229487 -0.58 -0.31 1.15 0.188
```
Positions in Å, forces in eV/Å.

Summary:
gap between HOMO and LUMO (alpha / beta) = 8.452 / 8.504 eV
LUMO energy (alpha / beta) = -0.8 / -0.7 eV
DFT total energy = -20636.3592 eV
relative energy (zero: lowest compared OMol25 entry of this formula, charge and spin) = 106.5 kcal per mole
spin multiplicity = 1